C30H48P2PtS | ωB97M-V with the def2-TZVPD basis set

Summary:
**Net charge**: +2
**ΔE to the lowest compared entry with this formula, charge and spin**: 0.0 kcal per mole
**2S+1**: 5
**Frontier orbital gap (alpha / beta)**: 6.01 / 2.71 eV

Each line ends with the Mulliken spin population.
Atoms and positions in Å:
1 Pt 1.3871 1.1240 -0.2582  0.91
2 C 3.2655 0.7452 -1.4045  0.14
3 C 2.2688 1.3893 -2.2409  0.35
4 C 2.7705 2.8238 -0.4638  0.25
5 C 3.5550 1.6073 -0.3095  0.27
6 C 2.0063 2.6907 -1.6687  0.09
7 C 3.9605 -0.5475 -1.7093  0.02
8 H 3.3959 -1.1455 -2.4291  0.00
9 H 4.1099 -1.1476 -0.8077  0.01
10 H 4.9483 -0.3547 -2.1494  0.01
11 C 4.5271 1.3555 0.7999  0.01
12 H 4.7324 0.2876 0.9112  0.00
13 H 4.1274 1.7218 1.7503  -0.01
14 H 5.4791 1.8662 0.6020  0.02
15 C 2.8389 4.0107 0.4465  -0.01
16 H 3.7185 4.6319 0.2278  0.01
17 H 2.8978 3.6879 1.4907  0.01
18 H 1.9502 4.6394 0.3400  0.00
19 C 1.1882 3.7706 -2.3096  0.01
20 H 1.8408 4.4572 -2.8654  0.01
21 H 0.6435 4.3615 -1.5680  0.01
22 H 0.4671 3.3577 -3.0194  0.00
23 C 1.8035 0.9119 -3.5839  -0.01
24 H 2.3874 1.3713 -4.3947  0.02
25 H 0.7510 1.1601 -3.7487  0.00
26 H 1.9073 -0.1727 -3.6764  0.01
27 C -2.9056 -5.1201 0.0726  0.00
28 C -2.4025 -5.3594 -1.1443  0.00
29 C -3.0709 -5.3377 -2.4939  0.00
30 C -4.4256 -4.6035 -2.6027  0.00
31 C -4.3398 -3.1443 -2.2244  0.00
32 C -4.4038 -2.5878 -1.0089  0.00
33 C -4.5879 -3.2251 0.3432  0.00
34 C -4.3160 -4.7416 0.4559  0.00
35 H -3.1997 -6.3732 -2.8464  0.00
36 H -5.1825 -5.1253 -2.0146  0.00
37 H -2.3690 -4.8760 -3.2027  0.00
38 H -5.0520 -5.2981 -0.1270  0.00
39 H -2.2048 -5.1750 0.9061  0.00
40 H -1.3420 -5.6113 -1.1880  0.00
41 H -4.4798 -5.0281 1.5015  0.00
42 H -3.9266 -2.7018 1.0480  0.00
43 H -4.3086 -1.5020 -0.9688  0.00
44 H -5.6103 -3.0211 0.6990  0.00
45 H -4.7539 -4.6723 -3.6466  0.00
46 H -4.1750 -2.4645 -3.0607  0.00
47 P 0.5588 -0.9861 -0.1233  0.06
48 P -0.7904 1.6939 -0.0284  0.07
49 C -1.2689 -0.9945 0.2886  0.00
50 C -1.6692 0.3523 0.8997  0.04
51 H -1.5082 -1.8332 0.9515  0.00
52 H -1.8051 -1.1579 -0.6541  0.00
53 H -2.7550 0.5029 0.8909  0.00
54 H -1.3066 0.4276 1.9297  0.01
55 C -1.2032 3.2001 0.9366  0.02
56 H -0.8784 4.1132 0.4253  0.00
57 H -0.7188 3.1475 1.9164  0.00
58 H -2.2868 3.2106 1.0791  0.01
59 C -1.8610 1.8999 -1.5172  0.03
60 H -2.9230 1.8330 -1.2553  0.01
61 H -1.6182 1.1252 -2.2499  0.00
62 H -1.6716 2.8736 -1.9760  0.00
63 C 1.2778 -2.0965 1.1563  0.04
64 H 2.3630 -2.1984 1.0429  0.00
65 H 0.7880 -3.0698 1.0735  0.01
66 H 1.0534 -1.6852 2.1453  -0.01
67 C 0.5705 -2.1037 -1.5902  0.03
68 H 0.2225 -1.5547 -2.4695  0.00
69 H -0.0794 -2.9701 -1.4237  0.01
70 H 1.5859 -2.4607 -1.7807  -0.01
71 S 1.8172 0.7474 2.2324  1.29
72 C 1.7238 2.1332 3.4294  0.08
73 C 2.8699 2.8536 3.8541  0.06
74 C 2.7968 3.7894 4.8892  -0.02
75 C 1.5929 4.0021 5.5486  0.12
76 C 0.4598 3.2785 5.1754  -0.02
77 C 0.5228 2.3512 4.1240  0.06
78 H 3.8483 2.7139 3.4483  0.00
79 H 3.6887 4.3279 5.1971  0.00
80 H 1.5526 4.7052 6.3732  0.00
81 H -0.4646 3.4237 5.7183  0.00
82 H -0.3557 1.7695 3.8840  0.00

=====

C30H49BrFGe2N3O4PSc | ωB97M-V with the def2-TZVPD basis set

Summary:
**Net charge**: +1
**ΔE to the lowest compared entry with this formula, charge and spin**: 10.9 kcal per mole
**2S+1**: 2
**Frontier orbital gap (alpha / beta)**: 8.37 / 6.86 eV

Each line ends with the Mulliken spin population.
Atoms and positions in Å:
1 Sc -0.2179 0.3975 0.3279  0.38
2 N 0.1624 -0.0948 2.7519  0.03
3 C -0.9975 -0.6506 3.4736  -0.01
4 C -2.2752 -0.1455 2.8258  0.01
5 N -2.2449 -0.4897 1.3854  0.05
6 H 1.0105 -0.5307 3.0983  0.01
7 H 0.2339 0.8964 2.9694  -0.01
8 H -0.9927 -0.3835 4.5324  0.00
9 H -0.9526 -1.7360 3.3988  0.00
10 H -2.3237 0.9387 2.9066  0.00
11 H -3.1390 -0.5796 3.3321  0.00
12 H -2.9950 0.0136 0.9174  0.00
13 H -2.4649 -1.4747 1.2859  0.00
14 C 4.2345 -3.2865 0.7489  0.04
15 Ge 3.2257 -1.5837 0.5671  0.11
16 C 4.0515 -0.6517 -0.9683  0.00
17 C 3.5919 -0.4241 2.1340  0.02
18 Ge 0.7570 -2.1705 0.4273  -0.03
19 C 0.4430 -3.3092 2.0296  0.09
20 C 1.3755 -3.2750 3.0686  0.05
21 C 1.2248 -4.0609 4.2015  -0.01
22 C 0.1212 -4.8922 4.3250  0.03
23 C -0.8298 -4.9245 3.3145  -0.01
24 C -0.6718 -4.1359 2.1850  0.04
25 C 0.5481 -3.4517 -1.0827  0.04
26 C 1.5790 -3.5496 -2.0187  0.03
27 C 1.4908 -4.4211 -3.0943  0.00
28 C 0.3549 -5.1977 -3.2670  0.02
29 C -0.6848 -5.1066 -2.3519  -0.01
30 C -0.5841 -4.2451 -1.2701  0.01
31 H 5.2574 -3.0300 1.0297  0.01
32 H 4.2589 -3.8168 -0.2030  0.00
33 H 3.8174 -3.9529 1.5022  0.00
34 H 5.1286 -0.7995 -0.8667  0.00
35 H 3.8410 0.4147 -0.9078  0.00
36 H 3.7494 -1.0317 -1.9432  0.00
37 H 4.5437 0.0724 1.9385  0.00
38 H 3.6871 -0.9788 3.0677  0.00
39 H 2.8319 0.3474 2.2360  0.00
40 H 2.2431 -2.6288 2.9869  0.00
41 H 1.9688 -4.0223 4.9872  0.00
42 H 0.0040 -5.5106 5.2051  0.00
43 H -1.6963 -5.5670 3.4062  0.00
44 H -1.4332 -4.1706 1.4160  0.00
45 H 2.4683 -2.9385 -1.8990  -0.01
46 H 2.3110 -4.4924 -3.7980  0.00
47 H 0.2817 -5.8732 -4.1095  0.00
48 H -1.5758 -5.7097 -2.4750  0.00
49 H -1.4094 -4.1924 -0.5747  0.01
50 F 1.5556 0.7926 0.1315  0.04
51 C -3.7574 5.2474 -0.2951  0.00
52 C -3.7996 3.7639 -0.6410  0.00
53 C -3.4257 3.5320 -2.1027  0.00
54 C -5.1754 3.1869 -0.3441  0.00
55 O -2.8967 3.0380 0.2647  0.00
56 P -1.3574 2.7705 0.0982  -0.01
57 O -0.8794 2.1044 1.3755  0.01
58 O -1.0664 1.7434 -0.9920  0.01
59 O -0.7464 4.1896 -0.1805  0.00
60 C 0.6494 4.6343 -0.2328  0.00
61 C 1.4391 4.2187 1.0037  0.00
62 C 0.5403 6.1519 -0.2898  0.00
63 C 1.2964 4.0794 -1.4963  0.00
64 H -4.4679 5.7878 -0.9192  0.00
65 H -2.7600 5.6475 -0.4668  0.00
66 H -4.0145 5.4015 0.7536  0.00
67 H -4.1826 3.9710 -2.7505  0.00
68 H -3.3543 2.4640 -2.3091  0.00
69 H -2.4626 3.9932 -2.3264  0.00
70 H -5.9240 3.7034 -0.9435  0.00
71 H -5.4191 3.3131 0.7109  0.00
72 H -5.2040 2.1238 -0.5888  0.00
73 H 0.9310 4.5516 1.9096  0.00
74 H 2.4240 4.6817 0.9579  0.00
75 H 1.5673 3.1407 1.0490  0.00
76 H 0.1259 6.5307 0.6449  0.00
77 H -0.1147 6.4564 -1.1066  0.00
78 H 1.5252 6.5903 -0.4447  0.00
79 H 1.2852 2.9889 -1.4728  0.00
80 H 2.3286 4.4225 -1.5545  0.00
81 H 0.7620 4.4162 -2.3857  0.00
82 Br -2.5348 -1.4089 -1.6819  0.00
83 C -0.9381 -1.1007 -2.6492  0.01
84 C -0.8304 -1.5079 -3.9619  0.00
85 C 0.3295 -1.1585 -4.6360  0.00
86 C 1.2931 -0.4098 -3.9784  0.00
87 C 1.0923 -0.0759 -2.6521  0.03
88 N -0.0029 -0.4453 -1.9783  0.05
89 H -1.6222 -2.0715 -4.4318  0.00
90 H 0.4716 -1.4551 -5.6664  0.00
91 H 2.1945 -0.0912 -4.4826  0.00
92 H 1.8176 0.4936 -2.0899  0.00

=====

C30H49Cl2PTi | ωB97M-V with the def2-TZVPD basis set

Summary:
**Net charge**: -2
**ΔE to the lowest compared entry with this formula, charge and spin**: 0.0 kcal per mole
**Frontier orbital gap**: 3.17 eV

Each line ends with the Mulliken charge.
Atoms and positions in Å:
1 P -0.9513 -0.4852 -1.6150  -0.04
2 C -2.5982 -0.9418 -0.9209  0.05
3 C -3.4327 -2.0011 -1.6400  -0.66
4 C -4.8223 -2.0890 -0.9580  -0.79
5 C -4.7687 -2.3088 0.5587  -0.69
6 C -3.7889 -1.3791 1.2894  -0.89
7 C -2.4319 -1.2794 0.5795  -0.77
8 C 0.2045 -1.9255 -1.7902  0.23
9 C 0.0164 -2.8718 -2.9824  -0.46
10 C 1.2369 -3.8224 -3.0659  -0.79
11 C 1.5490 -4.5659 -1.7609  -0.80
12 C 1.5441 -3.6605 -0.5182  -0.75
13 C 0.3226 -2.7323 -0.4794  -0.89
14 C -1.1719 0.3889 -3.2128  0.53
15 C -2.1940 1.5381 -3.0539  -0.96
16 C -2.2495 2.4984 -4.2560  -0.86
17 C -0.8808 2.9668 -4.7573  -0.66
18 C 0.1447 1.8393 -4.9072  -0.94
19 C 0.2123 0.8745 -3.7082  -0.55
20 H -3.1554 0.0150 -0.9864  0.46
21 H -2.9246 -2.9774 -1.6005  0.23
22 H -3.5638 -1.7480 -2.7044  0.27
23 H -5.4079 -2.8878 -1.4244  0.38
24 H -5.3537 -1.1469 -1.1552  0.34
25 H -5.7696 -2.1803 0.9854  0.37
26 H -4.4812 -3.3457 0.7658  0.29
27 H -4.2217 -0.3736 1.3787  0.41
28 H -3.6150 -1.7439 2.3095  0.42
29 H -1.7957 -0.5241 1.0670  0.27
30 H -1.9088 -2.2439 0.6707  0.11
31 H 1.1672 -1.3932 -1.9401  0.42
32 H 2.1169 -3.2253 -3.3443  0.36
33 H -0.0772 -2.3147 -3.9273  0.30
34 H -0.9080 -3.4571 -2.8588  0.17
35 H 1.0809 -4.5481 -3.8718  0.38
36 H 2.5226 -5.0641 -1.8392  0.39
37 H 0.8087 -5.3631 -1.6148  0.32
38 H 1.5532 -4.2695 0.3962  0.34
39 H 2.4566 -3.0470 -0.4943  0.35
40 H 0.3943 -2.0599 0.3913  0.35
41 H -0.5878 -3.3452 -0.3600  0.14
42 H -1.5736 -0.4061 -3.8732  0.39
43 H -3.1990 1.1163 -2.8924  0.25
44 H -1.9443 2.1158 -2.1472  0.37
45 H -2.7846 2.0042 -5.0795  0.35
46 H -2.8509 3.3683 -3.9674  0.36
47 H -0.4859 3.7141 -4.0596  0.36
48 H -1.0110 3.4647 -5.7245  0.33
49 H 1.1431 2.2679 -5.0512  0.38
50 H -0.0818 1.2616 -5.8148  0.37
51 H 0.8308 0.0028 -3.9829  0.25
52 H 0.7316 1.3703 -2.8716  0.12
53 Ti 1.3890 2.5429 1.6060  -0.73
54 Cl 2.2334 1.6141 -0.2426  -0.52
55 Cl -0.5740 3.4352 1.0568  -0.57
56 C 1.0296 1.1444 3.0138  -0.95
57 H 0.1865 1.3990 3.6801  0.00
58 C 2.3027 -2.9019 3.5511  -0.53
59 C 1.1566 -2.4159 4.2032  -0.46
60 C 0.7497 -1.1062 4.0182  -0.52
61 C 1.4825 -0.2042 3.1769  1.46
62 C 2.6230 -0.7323 2.5052  -0.28
63 C 3.0175 -2.0555 2.6941  -0.58
64 H 2.6311 -3.9302 3.7056  0.33
65 H 0.5875 -3.0816 4.8528  0.32
66 H -0.1632 -0.7385 4.4967  0.26
67 H 3.1658 -0.0772 1.8198  0.26
68 H 3.8966 -2.4321 2.1682  0.36
69 C 3.3545 3.3273 4.5098  -1.56
70 C 2.7134 4.3120 3.5172  2.43
71 C 1.2358 4.5003 3.8949  -1.45
72 C 3.4268 5.6597 3.6417  -1.99
73 C 2.8149 3.7744 2.1162  -0.66
74 H 3.2286 3.6898 5.5429  0.42
75 H 4.4276 3.2342 4.3008  0.33
76 H 2.9084 2.3305 4.4231  0.28
77 H 1.1769 4.7788 4.9560  0.41
78 H 0.7806 5.2946 3.2898  0.27
79 H 0.6397 3.5787 3.7620  0.25
80 H 4.4598 5.5693 3.2880  0.41
81 H 2.9253 6.4238 3.0402  0.40
82 H 3.4343 5.9799 4.6917  0.39
83 H 3.7146 4.0076 1.5399  0.35